{
  "formula": "C10H10N2O4PbS",
  "method": "the ωB97M-V functional and the def2-TZVPD basis",
  "species": ["Pb", "C", "O", "C", "O", "C", "O", "C", "O", "C", "H", "H", "C", "H", "H", "C", "N", "C", "C", "N", "C", "S", "H", "H", "H", "H", "H", "H"],
  "coordinates": [[0.49951, 0.98916, -0.94176], [1.99403, -0.53706, -0.00725], [2.59420, -1.34741, 0.52274], [2.63785, 1.61217, -2.06561], [3.60817, 1.88115, -2.56348], [1.19182, 2.46785, 0.61436], [1.44777, 3.17257, 1.50330], [0.28378, -0.41291, -2.68428], [0.07396, -1.20834, -3.51802], [-1.13073, 2.46843, -1.78181], [-1.80610, 1.68686, -2.21649], [-1.41803, 2.92975, -0.80185], [0.03038, 2.86432, -2.44467], [0.66822, 3.68375, -2.04397], [0.28443, 2.46063, -3.44968], [-1.14138, -0.66533, 3.13260], [-0.86627, -1.54473, 2.02562], [-0.50096, -2.87675, 2.09219], [-0.35482, -3.33900, 0.79324], [-0.63648, -2.25655, -0.01748], [-0.97040, -1.14907, 0.72893], [-1.73347, 0.38814, 0.32422], [-0.46634, 0.21402, 3.16589], [-2.17763, -0.27313, 3.11437], [-1.00796, -1.21419, 4.07622], [-0.36853, -3.38805, 3.05512], [-0.08513, -4.33172, 0.40410], [-0.64989, -2.27457, -1.01655]],
  "lowdin_charge": [0.80, -0.12, 0.20, -0.04, 0.23, -0.07, 0.21, -0.08, 0.20, -0.21, 0.09, 0.09, -0.15, 0.10, 0.10, -0.03, -0.12, 0.01, -0.01, 0.08, -0.70, 0.66, 0.10, 0.11, 0.11, 0.15, 0.15, 0.13],
  "lumo_energy_ev": -7.94,
  "homo_ev": -14.28,
  "total_charge": 2,
  "homo_lumo_gap_ev": 6.34,
  "spin_multiplicity": 1
}

---

{
  "formula": "C34H42N3O9PdSe",
  "method": "the ωB97M-V functional and the def2-TZVPD basis",
  "species": ["Pd", "C", "C", "C", "C", "C", "C", "C", "Se", "C", "C", "C", "C", "C", "C", "O", "C", "C", "C", "C", "C", "C", "C", "C", "C", "O", "C", "C", "C", "C", "C", "C", "H", "H", "H", "H", "H", "H", "H", "H", "H", "H", "H", "H", "H", "H", "H", "H", "H", "H", "H", "H", "H", "H", "H", "H", "H", "H", "H", "H", "H", "H", "H", "H", "H", "H", "H", "H", "H", "H", "H", "H", "O", "N", "O", "C", "C", "C", "C", "O", "C", "C", "N", "O", "O", "N", "O", "O", "H", "H"],
  "coordinates": [[0.35191, -2.16887, -1.75547], [-2.06885, 5.16328, -2.36066], [-1.50493, 4.50807, -1.09166], [-0.12466, 5.11110, -0.81944], [-2.40786, 4.83743, 0.10539], [-1.44887, 2.99472, -1.28647], [-0.27297, 2.27166, -1.23103], [-0.28674, 0.89611, -1.40884], [1.40747, 0.00624, -1.11152], [1.09969, -0.40694, 0.75728], [1.48109, 0.58224, 1.64426], [1.20679, 0.46464, 2.99620], [0.55642, -0.70040, 3.38839], [0.16283, -1.72569, 2.53668], [0.41984, -1.59352, 1.13416], [0.04990, -2.49235, 0.26951], [-0.53501, -2.92473, 3.21546], [-0.97509, -4.07587, 2.30277], [-1.79758, -2.42018, 3.93409], [0.42544, -3.52671, 4.25430], [1.60133, 1.58815, 3.94990], [3.12113, 1.81027, 3.89421], [1.21942, 1.27147, 5.39608], [0.88835, 2.88721, 3.53999], [-1.45488, 0.14050, -1.66459], [-1.42283, -1.14876, -1.83841], [-2.67551, 0.89137, -1.70924], [-2.61243, 2.26279, -1.52401], [-4.08278, 0.30289, -1.94474], [-4.65781, 0.92409, -3.22829], [-4.97689, 0.68169, -0.75313], [-4.18668, -1.21987, -2.10289], [-2.11803, 6.25000, -2.24507], [-1.42940, 4.93560, -3.21569], [-3.07237, 4.79791, -2.58448], [-0.21958, 6.19150, -0.69100], [0.31304, 4.70046, 0.09272], [0.55979, 4.92913, -1.65000], [-2.46146, 5.91888, 0.26054], [-3.42181, 4.46358, -0.04480], [-2.00964, 4.37684, 1.01172], [0.67930, 2.74438, -1.02995], [1.97993, 1.45833, 1.24444], [0.33450, -0.83162, 4.44094], [-1.69706, -3.74582, 1.56038], [-0.13104, -4.51566, 1.77706], [-1.44170, -4.85254, 2.91830], [-2.49246, -1.98664, 3.21216], [-2.29718, -3.25379, 4.43543], [-1.56809, -1.66082, 4.68372], [1.32965, -3.89183, 3.76395], [0.71958, -2.79917, 5.01292], [-0.05464, -4.36921, 4.75993], [3.65035, 0.89714, 4.17270], [3.44350, 2.09125, 2.89130], [3.41436, 2.60773, 4.58312], [1.72011, 0.36770, 5.75005], [1.52124, 2.09776, 6.04382], [0.14076, 1.13803, 5.50319], [1.16347, 3.18580, 2.52731], [-0.19506, 2.75473, 3.56805], [1.15849, 3.69920, 4.22144], [-3.54846, 2.81128, -1.56637], [-4.71043, 2.01280, -3.16799], [-4.03070, 0.65966, -4.08172], [-5.66602, 0.54259, -3.41197], [-5.04279, 1.76213, -0.61280], [-5.98797, 0.29621, -0.90941], [-4.58068, 0.24316, 0.16471], [-3.62122, -1.57675, -2.95919], [-3.82458, -1.74263, -1.22045], [-5.24001, -1.48030, -2.25161], [7.18326, -3.12626, -5.26771], [6.01666, -2.97488, -5.60203], [5.67160, -2.77507, -6.75731], [5.00369, -3.04846, -4.59079], [5.36522, -3.28147, -3.26471], [4.38964, -3.36799, -2.31418], [3.00282, -3.23147, -2.59095], [2.13061, -3.34033, -1.67698], [2.70445, -2.97416, -3.97004], [3.66336, -2.88964, -4.93866], [1.30610, -2.83434, -4.26357], [0.67370, -3.76462, -4.75085], [0.74609, -1.79506, -3.79982], [4.75976, -3.58702, -0.91304], [4.97922, -2.59794, -0.24237], [4.82480, -4.73387, -0.52146], [6.40993, -3.38781, -3.00890], [3.40412, -2.70866, -5.97228]],
  "lowdin_charge": [0.96, -0.05, -0.56, -0.07, -0.05, -0.19, -0.09, -0.38, 1.20, -0.37, -0.09, -0.18, 0.00, -0.08, -0.35, -0.19, -0.53, -0.07, -0.05, -0.06, -0.56, -0.05, -0.07, -0.05, -0.35, -0.20, -0.08, -0.01, -0.53, -0.05, -0.05, -0.07, 0.08, 0.09, 0.07, 0.08, 0.08, 0.09, 0.08, 0.07, 0.09, 0.09, 0.10, 0.09, 0.08, 0.08, 0.08, 0.09, 0.08, 0.07, 0.09, 0.07, 0.08, 0.09, 0.08, 0.08, 0.09, 0.08, 0.08, 0.07, 0.09, 0.08, 0.10, 0.07, 0.09, 0.08, 0.07, 0.08, 0.09, 0.08, 0.08, 0.08, 0.05, -0.37, 0.05, -0.16, 0.08, -0.08, -0.30, -0.10, -0.09, 0.08, -0.33, 0.10, -0.08, -0.36, 0.11, 0.11, 0.14, 0.14],
  "lumo_energy_ev": [1.40, 1.18],
  "homo_ev": [-4.96, -4.91],
  "total_charge": -1,
  "homo_lumo_gap_ev": [6.36, 6.10],
  "spin_multiplicity": 3,
  "s_squared": 2.0564
}

---

{
  "formula": "C5H10O3",
  "method": "the ωB97M-V functional and the def2-TZVPD basis",
  "species": ["C", "C", "C", "C", "C", "O", "O", "O", "H", "H", "H", "H", "H", "H", "H", "H", "H", "H"],
  "coordinates": [[0.49015, 1.89675, -1.20927], [-1.56807, 0.48796, 1.35074], [-0.10080, -0.41332, -1.32087], [0.93497, -1.06312, -0.58915], [0.87086, -2.33673, -0.15919], [-0.00347, 0.85798, -1.79156], [1.10626, 1.94298, -0.04510], [-0.17477, 0.55072, 1.75039], [0.63173, 1.36369, 0.73321], [0.18128, -0.34740, 1.68099], [0.36486, 2.81981, -1.76031], [-2.12622, -0.11486, 2.07514], [-1.92498, 1.51651, 1.38721], [-1.51969, 0.08709, 0.25013], [-0.70341, -1.00740, -1.99529], [1.77212, -0.45779, -0.26262], [0.09616, -3.00573, -0.50062], [1.67302, -2.77714, 0.40618]],
  "lowdin_charge": [-0.22, -0.09, -0.21, -0.24, -0.05, 0.02, 0.04, -0.14, 0.11, 0.08, 0.15, 0.08, 0.08, 0.09, 0.11, 0.10, 0.04, 0.03],
  "lumo_energy_ev": [0.42, 0.70],
  "homo_ev": [-6.29, -6.45],
  "total_charge": 0,
  "homo_lumo_gap_ev": [6.72, 7.14],
  "e_above_lowest_kj_mol": 474.2,
  "spin_multiplicity": 1
}

---

{
  "formula": "C42H43BrCsFN11O5S2",
  "method": "the ωB97M-V functional and the def2-TZVPD basis",
  "species": ["Cs", "C", "C", "N", "N", "C", "N", "S", "C", "C", "C", "C", "C", "N", "H", "H", "H", "H", "H", "H", "H", "H", "H", "H", "C", "C", "N", "C", "C", "C", "O", "O", "C", "O", "C", "C", "C", "F", "C", "C", "C", "N", "C", "C", "N", "C", "C", "H", "H", "H", "H", "H", "H", "H", "H", "H", "H", "H", "H", "H", "H", "H", "H", "H", "H", "C", "O", "C", "C", "C", "Br", "C", "C", "C", "O", "C", "N", "C", "C", "C", "C", "C", "C", "N", "H", "H", "H", "H", "H", "H", "H", "H", "H", "H", "H", "S", "C", "N", "C", "C", "C", "N", "H", "H", "H", "H"],
  "coordinates": [[-1.55456, 0.26889, 0.94387], [-0.62637, -3.63448, -3.43460], [-0.96133, -2.83375, -2.20253], [-1.10527, -1.56969, -2.19345], [-0.93150, -0.91777, -3.37315], [-1.12119, 0.43521, -3.46306], [-0.92491, 0.89494, -4.73461], [-1.49945, 1.42542, -2.20091], [-1.17473, -3.53639, -0.89969], [-1.95001, -4.68952, -0.85257], [-2.15712, -5.30339, 0.37138], [-1.57499, -4.75288, 1.49847], [-0.81570, -3.60152, 1.35380], [-0.60693, -3.00157, 0.18100], [0.27963, -3.24620, -3.91028], [-1.43537, -3.59821, -4.17153], [-0.44601, -4.67580, -3.18137], [-0.68422, -1.43024, -4.20543], [-1.08311, 0.27849, -5.51646], [-1.20455, 1.85245, -4.86951], [-2.40299, -5.08495, -1.75394], [-2.77492, -6.18979, 0.44196], [-1.71732, -5.20020, 2.47369], [-0.35411, -3.11723, 2.20899], [5.84865, -0.60507, 4.07962], [4.94610, -1.77732, 3.71726], [3.89809, -1.41665, 2.76156], [2.65648, -1.06882, 3.24378], [1.63277, -0.61990, 2.49507], [0.32310, -0.14240, 3.12732], [0.34319, 1.04150, 3.50225], [-0.63288, -0.95001, 3.14948], [1.81508, -0.43413, 1.07147], [0.96871, 0.04183, 0.32169], [3.14947, -0.81081, 0.56412], [3.40262, -0.68093, -0.79917], [4.63951, -0.96549, -1.29399], [4.87727, -0.78589, -2.62672], [5.68245, -1.40825, -0.47396], [5.42158, -1.56625, 0.87548], [4.16482, -1.26439, 1.41935], [6.99307, -1.68619, -0.94838], [8.09861, -0.93001, -0.40227], [8.47799, 0.23881, -1.30218], [8.81778, -0.31385, -2.66551], [7.65978, -1.08181, -3.26125], [7.25111, -2.17822, -2.28430], [6.62421, -0.92214, 4.77822], [5.26582, 0.18908, 4.54766], [6.33048, -0.18806, 3.19286], [4.44292, -2.14783, 4.60704], [5.51828, -2.61468, 3.32006], [2.54796, -1.18193, 4.31641], [2.60494, -0.31811, -1.43964], [6.21715, -1.94889, 1.50122], [8.97147, -1.58430, -0.27744], [7.84354, -0.53706, 0.57782], [9.34262, 0.78849, -0.93493], [7.63700, 0.91754, -1.43659], [9.61963, -0.94059, -2.57315], [9.10328, 0.43595, -3.29297], [7.98450, -1.48621, -4.21851], [6.85780, -0.36724, -3.41352], [8.06480, -2.91462, -2.22916], [6.38116, -2.69225, -2.68084], [-0.50301, 3.58589, 1.85809], [-1.70626, 3.08881, 1.27595], [-2.50624, 3.96450, 0.62234], [-2.25065, 5.31248, 0.49125], [-3.16387, 6.11655, -0.18826], [-2.79336, 7.96788, -0.36658], [-4.30874, 5.59934, -0.73101], [-4.56862, 4.22529, -0.61446], [-3.66318, 3.39911, 0.04814], [-3.83240, 2.07556, 0.18275], [-5.75502, 3.62386, -1.22228], [-5.96843, 2.33236, -1.27573], [-7.18207, 2.17081, -1.92944], [-7.88447, 1.01095, -2.24787], [-9.09033, 1.15160, -2.90831], [-9.59562, 2.41648, -3.24941], [-8.90922, 3.57586, -2.93806], [-7.69757, 3.42275, -2.27363], [-6.75900, 4.33344, -1.81781], [-0.70911, 4.40423, 2.55214], [0.18677, 3.93133, 1.08314], [-0.06620, 2.75770, 2.41087], [-1.35626, 5.75187, 0.90597], [-4.98672, 6.25442, -1.26120], [-4.65186, 1.81430, -0.31481], [-7.49283, 0.03891, -1.97441], [-9.66301, 0.27007, -3.16734], [-10.54470, 2.48493, -3.76577], [-9.29959, 4.55152, -3.20015], [-6.82749, 5.33267, -1.87529], [-4.04442, -1.86484, 1.55751], [-3.92644, -1.20857, 3.08673], [-3.10249, -1.79754, 4.01577], [-2.85959, -1.29127, 5.23522], [-3.52534, -0.18446, 5.64187], [-4.39875, 0.38118, 4.69372], [-4.59828, -0.08663, 3.48504], [-2.51663, -2.53406, 3.65141], [-2.12231, -1.80403, 5.83508], [-3.36610, 0.25215, 6.61478], [-4.95647, 1.27791, 4.94870]],
  "lowdin_charge": [1.31, -0.03, -0.26, 0.11, -0.03, -0.89, 0.07, 0.65, -0.24, -0.02, -0.06, -0.07, -0.15, 0.13, 0.08, 0.09, 0.08, 0.12, 0.10, 0.08, 0.12, 0.11, 0.11, 0.09, -0.06, -0.19, -0.04, 0.03, -0.04, -0.78, -0.01, -0.21, -0.33, -0.18, -0.04, 0.09, -0.19, 0.04, -0.16, 0.05, -0.13, -0.09, -0.14, -0.07, 0.06, -0.08, -0.13, 0.08, 0.09, 0.06, 0.12, 0.11, 0.15, 0.15, 0.12, 0.14, 0.13, 0.14, 0.15, 0.18, 0.18, 0.14, 0.12, 0.14, 0.14, -0.06, -0.22, -0.21, -0.05, -0.68, 0.74, -0.09, -0.06, -0.21, -0.05, -0.23, 0.16, -0.20, -0.01, -0.09, -0.09, -0.02, -0.18, 0.17, 0.10, 0.11, 0.06, 0.10, 0.10, 0.08, 0.11, 0.10, 0.10, 0.11, 0.15, 0.56, -0.89, 0.06, -0.07, -0.04, -0.11, 0.08, 0.12, 0.14, 0.11, 0.12],
  "lumo_energy_ev": -3.10,
  "homo_ev": -8.85,
  "total_charge": 1,
  "homo_lumo_gap_ev": 5.74,
  "e_above_lowest_kj_mol": 156.3,
  "spin_multiplicity": 1
}

---

{
  "formula": "C14H23FN3O2PS2",
  "method": "the ωB97M-V functional and the def2-TZVPD basis",
  "species": ["C", "C", "C", "O", "O", "C", "C", "C", "C", "S", "C", "S", "N", "C", "C", "N", "C", "C", "C", "C", "F", "P", "N", "H", "H", "H", "H", "H", "H", "H", "H", "H", "H", "H", "H", "H", "H", "H", "H", "H", "H", "H", "H", "H", "H", "H"],
  "coordinates": [[3.10080, 1.36396, 3.07941], [3.75745, 0.76524, 1.79851], [2.95683, -0.41760, 1.24988], [3.51322, -1.45581, 0.99597], [1.60215, -0.19812, 1.13521], [1.06796, -0.40406, -0.17912], [0.82676, -1.91189, -0.52261], [-0.47089, -2.53862, 0.06021], [-1.65493, -2.53826, -0.94795], [-3.27361, -2.93804, -0.18812], [-3.84556, -1.53099, 0.78867], [-3.39928, -1.40603, 2.33739], [-4.68627, -0.51252, 0.25009], [-6.07122, -0.46268, 0.19501], [-6.40445, 0.71894, -0.36906], [-5.25847, 1.43070, -0.70115], [-4.28960, 0.65481, -0.32258], [1.96881, 0.14692, -1.33896], [2.22921, 1.66511, -1.34016], [3.61454, 1.94080, -1.98433], [1.30128, 2.25872, -2.20054], [-0.51959, 0.59813, -0.24552], [-0.46270, 1.98802, 0.49263], [2.03279, 1.11865, 3.13339], [3.20480, 2.45351, 3.12350], [3.59096, 0.92317, 3.95620], [4.81058, 0.50908, 1.93355], [3.72127, 1.55504, 1.03177], [1.69813, -2.52794, -0.28272], [0.71769, -1.94146, -1.62110], [-0.78855, -2.10539, 1.01788], [-0.26525, -3.60395, 0.24582], [-1.49776, -3.30841, -1.71489], [-1.76194, -1.58559, -1.48644], [-6.69231, -1.27016, 0.56300], [-7.41645, 1.07237, -0.52600], [-3.29645, 1.05216, -0.50485], [1.39596, -0.05043, -2.25848], [2.88945, -0.44417, -1.45197], [2.22867, 2.12851, -0.34948], [3.61662, 2.97033, -2.35992], [3.69032, 1.28161, -2.86015], [4.40934, 1.76435, -1.25190], [-1.59238, -0.13012, 0.32359], [-0.74416, 0.81168, -1.63288], [0.44621, 2.11039, 0.92921]],
  "lowdin_charge": [-0.07, -0.12, -0.45, 0.13, -0.02, -0.50, -0.14, -0.26, -0.49, 0.84, -1.04, 0.78, -0.16, -0.08, -0.14, 0.07, -0.21, -0.12, -0.38, -0.03, -0.04, 0.82, -0.27, 0.07, 0.08, 0.08, 0.12, 0.09, 0.12, 0.12, 0.07, 0.11, 0.08, 0.05, 0.12, 0.10, 0.10, 0.12, 0.13, 0.12, 0.09, 0.09, 0.08, -0.02, 0.04, -0.05],
  "lumo_energy_ev": -1.48,
  "smiles": "CCC(=O)O[C@](CCCSC(=S)n1ccnc1)(C[C@@H](C)F)[PH2]=N",
  "homo_ev": -8.68,
  "total_charge": 0,
  "homo_lumo_gap_ev": 7.20,
  "spin_multiplicity": 1
}